1.
Formula: C3H2Cl2O2
Source: the OMol25 dataset
Level of theory: wB97M-V/def2-TZVPD

Atoms and positions in Å:
C -0.57 -0.94 -0.38
C -1.08 0.36 0.18
C 1.20 0.32 0.08
O -1.19 -1.92 -0.62
O 0.80 -0.83 -0.57
Cl 1.97 1.49 -0.89
Cl 1.88 0.09 1.65
H -1.40 1.09 -0.54
H -1.61 0.34 1.11

As for the largest force on an atom: 4.121 eV Å⁻¹. As for the energy relative to the best compared isomer or geometry (same formula, charge and spin): 69.1 kcal per mole. The value obtained for the energy is -32280.3431 eV.

Atomic partial charges in e from the natural (NBO) method, atoms 1 to 4: 0.7550, -0.4618, 0.1351, -0.5083

2.
Formula: C3H2Cl2O2
Source: the OMol25 dataset
Level of theory: wB97M-V/def2-TZVPD

Atoms and positions in Å:
C 0.16 1.74 -1.38
C -0.65 0.84 -0.83
C 0.24 -1.42 1.08
O 0.74 2.44 -2.16
O -0.34 -0.43 -0.58
Cl 1.85 -1.70 0.73
Cl 0.08 -0.38 2.41
H -0.53 -2.32 0.96
H -1.55 1.24 -0.22

As for the largest force on an atom: 4.649 eV Å⁻¹. As for the energy relative to the best compared isomer or geometry (same formula, charge and spin): 109.0 kcal per mole. The value obtained for the energy is -32278.6132 eV.

Atomic partial charges in e from the natural (NBO) method, atoms 1 to 4: 0.6340, -0.1363, -0.1273, -0.4461

3.
Formula: C3H2ClF2N
Source: the OMol25 dataset
Level of theory: wB97M-V/def2-TZVPD

Atoms and positions in Å:
C -1.25 1.03 0.18
C 1.04 -0.17 -0.41
C -0.44 -0.16 -0.07
N -1.77 2.00 0.43
F 1.56 1.01 -0.79
F -0.47 -0.54 1.82
Cl -1.32 -1.61 -0.55
H 1.04 -0.99 -1.11
H 1.62 -0.56 0.50

As for the largest force on an atom: 4.719 eV Å⁻¹. As for the energy relative to the best compared isomer or geometry (same formula, charge and spin): 40.3 kcal per mole. The value obtained for the energy is -22587.5400 eV.

Atomic partial charges in e from the natural (NBO) method, atoms 1 to 4: 0.1966, -0.0164, 0.2337, -0.1785

4.
Formula: C3H2ClF2O2
Source: the OMol25 dataset
Level of theory: wB97M-V/def2-TZVPD

Atoms and positions in Å:
C 0.42 0.88 1.39
C -0.22 -1.04 -0.52
C 0.06 0.41 -0.43
O -0.59 1.19 1.92
O 1.54 0.60 1.68
F -0.79 -1.57 -1.72
F 1.07 0.74 -1.36
Cl -1.32 1.56 -0.78
H -0.90 -1.14 0.32
H 0.73 -1.64 -0.51

As for the largest force on an atom: 2.935 eV Å⁻¹. As for the energy relative to the best compared isomer or geometry (same formula, charge and spin): 9.9 kcal per mole. The value obtained for the energy is -25196.9167 eV. As for the net charge: -1.

Atomic partial charges in e from the natural (NBO) method, atoms 1 to 4: 0.8536, -0.0486, 0.1403, -0.6944

5.
Formula: C3H2ClF2O2
Source: the OMol25 dataset
Level of theory: wB97M-V/def2-TZVPD

Atoms and positions in Å:
C -2.71 0.75 0.55
C -0.12 0.62 -0.08
C -1.53 -0.03 -0.33
O -3.76 0.82 0.01
O -2.28 1.24 1.62
F 0.65 0.68 -1.25
F -1.64 0.10 -1.68
Cl -1.58 -1.75 0.04
H 0.57 0.05 0.57
H -0.23 1.65 0.17

As for the largest force on an atom: 3.630 eV Å⁻¹. As for the energy relative to the best compared isomer or geometry (same formula, charge and spin): 0.0 kcal per mole. Its structure (SMILES) is O=C([O-])[C@](F)(Cl)CF. The value obtained for the energy is -25197.3464 eV. As for the net charge: -1.

Atomic partial charges in e from the natural (NBO) method, atoms 1 to 4: 0.7558, 0.0180, 0.1827, -0.6998

6.
Formula: C3H2ClIN2
Source: the OMol25 dataset
Level of theory: wB97M-V/def2-TZVPD

Atoms and positions in Å:
C 0.39 1.11 -0.64
C 0.10 0.28 -1.64
C -0.50 -1.13 0.56
N 0.58 0.92 0.64
N 0.14 -0.19 1.18
Cl -0.94 0.15 -2.87
I -0.87 -2.83 1.75
H 0.92 1.94 -1.24
H 0.18 -0.26 2.26

As for the largest force on an atom: 4.540 eV Å⁻¹. As for the energy relative to the best compared isomer or geometry (same formula, charge and spin): 130.1 kcal per mole. The value obtained for the energy is -26739.9124 eV.

Atomic partial charges in e from the natural (NBO) method, atoms 1 to 4: -0.1070, 0.0002, -0.1017, -0.3445